(1)
A molecular structure, C19H42NO3P3Tl, computed with ωB97M-V/def2-TZVPD.

Computed properties:
HOMO (alpha / beta) ... -15.2 / -15.2 eV
2S+1 ... 1
LUMO (alpha / beta) ... -10.81 / -12.43 eV
Orbital gap (alpha / beta) ... 4.358 / 2.744 eV
Total charge ... +3
Electronic energy ... -2225.0153 Eh

Each line ends with the Löwdin charge.
Element x y z (Å)
Tl  0.755  -1.021  -0.163  0.96
P  -0.237  0.021  2.630  0.80
P  -1.819  -2.640  0.444  0.75
P  -2.292  0.873  -0.431  0.96
H  4.842  5.013  -5.878  0.06
C  4.173  5.804  -5.506  -0.10
C  4.521  6.578  -4.454  -0.08
H  5.482  6.439  -3.934  0.06
C  1.326  -0.290  3.544  -0.25
C  -1.510  -0.707  3.761  -0.23
C  -0.449  1.851  2.865  -0.24
C  -2.017  -3.392  -1.239  -0.26
C  -1.090  -4.071  1.305  -0.31
C  -3.421  -2.542  1.297  -0.25
C  -1.942  2.650  -0.784  -0.21
C  -3.796  1.038  0.605  -0.22
C  -2.949  0.322  -2.079  -0.21
H  3.225  5.966  -6.044  0.05
H  3.866  7.391  -4.102  0.06
H  2.157  0.032  2.903  0.05
H  1.433  -1.365  3.733  0.05
H  1.372  0.250  4.498  0.07
H  -1.411  -1.804  3.735  0.04
H  -2.517  -0.433  3.408  0.03
H  -1.371  -0.351  4.793  0.08
H  0.399  2.348  2.363  0.05
H  -0.455  2.111  3.938  0.08
H  -1.388  2.193  2.392  0.03
H  -2.482  -4.389  -1.188  0.07
H  -1.010  -3.494  -1.681  0.04
H  -2.604  -2.724  -1.888  0.03
H  -1.697  -4.964  1.473  0.09
H  -0.719  -3.692  2.265  0.03
H  -0.235  -4.320  0.668  0.01
H  -4.205  -3.015  0.699  0.07
H  -3.653  -1.482  1.458  0.00
H  -3.360  -3.032  2.277  0.06
H  -2.869  3.238  -0.803  0.08
H  -1.412  2.750  -1.742  0.06
H  -1.293  3.016  0.022  0.05
H  -4.300  1.988  0.402  0.08
H  -3.480  1.023  1.656  0.04
H  -4.485  0.209  0.425  0.06
H  -3.554  1.122  -2.535  0.09
H  -3.554  -0.592  -1.961  0.05
H  -2.082  0.098  -2.722  0.05
C  1.504  2.099  -1.147  -0.40
C  1.335  1.468  -2.426  -0.03
C  1.621  2.113  -3.618  -0.02
C  2.034  3.446  -3.614  0.01
C  2.083  4.142  -2.401  0.00
C  1.784  3.511  -1.190  0.05
O  1.418  1.436  -0.046  -0.13
H  -0.114  -1.164  -1.709  0.02
H  1.007  0.429  -2.455  0.03
H  1.506  1.563  -4.554  0.13
H  2.294  3.945  -4.555  0.12
H  2.362  5.191  -2.406  0.12
H  1.806  4.053  -0.256  0.13
N  1.426  -5.483  2.199  0.19
C  2.739  -4.759  2.112  -0.01
C  2.545  -3.311  1.609  -0.63
O  3.528  -2.560  1.587  0.08
O  1.349  -2.993  1.273  -0.21
H  0.752  -4.989  2.802  0.15
H  1.573  -6.427  2.558  0.19
H  0.976  -5.553  1.276  0.15
H  3.211  -4.822  3.090  0.15
H  3.368  -5.343  1.444  0.15

Atoms 1-2, force components in eV/Å:
Tl -0.8 -0.1 1.8
P 1.0 0.6 0.8

(2)
A molecular structure, C19H43AuO2P3S, computed with ωB97M-V/def2-TZVPD.

Computed properties:
HOMO (alpha / beta) ... -15.7 / -15.5 eV
2S+1 ... 3
LUMO (alpha / beta) ... -8.15 / -13.26 eV
Orbital gap (alpha / beta) ... 7.591 / 2.263 eV
Expectation value of S² ... 2.016
Total charge ... +3
Electronic energy ... -2457.0927 Eh

Each line ends with the Löwdin charge.
Element x y z (Å)
Au  -1.046  -1.002  0.117  0.61
P  0.667  -2.281  1.160  0.73
P  -0.599  -1.107  -2.219  0.73
P  -2.410  -0.599  2.028  0.72
H  2.505  2.622  0.655  0.04
C  2.196  2.464  1.695  -0.04
C  2.655  1.438  2.433  -0.08
H  3.444  0.768  2.072  0.03
C  2.319  -1.863  0.533  -0.24
C  0.331  -4.039  0.838  -0.22
C  0.857  -2.075  2.956  -0.23
C  0.056  0.416  -2.962  -0.21
C  0.641  -2.339  -2.699  -0.23
C  -2.091  -1.489  -3.179  -0.23
C  -1.561  0.465  3.245  -0.22
C  -2.930  -2.099  2.911  -0.23
C  -3.963  0.282  1.711  -0.22
H  1.451  3.164  2.094  0.07
H  2.286  1.266  3.452  0.06
H  2.559  -0.825  0.807  0.02
H  2.367  -1.947  -0.558  0.02
H  3.079  -2.526  0.974  0.08
H  0.156  -4.194  -0.236  0.04
H  -0.574  -4.327  1.393  0.06
H  1.174  -4.663  1.169  0.08
H  1.156  -1.043  3.177  0.04
H  1.643  -2.750  3.325  0.08
H  -0.073  -2.304  3.489  0.03
H  -0.201  0.429  -4.032  0.08
H  1.150  0.448  -2.824  0.01
H  -0.379  1.301  -2.485  0.03
H  0.384  -2.724  -3.696  0.08
H  0.660  -3.172  -1.989  0.02
H  1.631  -1.866  -2.737  0.03
H  -1.871  -1.468  -4.257  0.08
H  -2.887  -0.765  -2.958  0.05
H  -2.442  -2.491  -2.902  0.07
H  -2.307  1.078  3.770  0.07
H  -0.851  1.127  2.730  0.03
H  -1.014  -0.142  3.977  0.05
H  -3.531  -1.808  3.785  0.08
H  -2.072  -2.699  3.238  0.03
H  -3.551  -2.704  2.235  0.07
H  -4.630  0.177  2.579  0.08
H  -4.452  -0.148  0.829  0.06
H  -3.774  1.346  1.524  0.05
C  -2.045  2.415  -0.471  -0.35
C  -2.743  2.295  -1.691  -0.03
C  -3.593  3.332  -2.072  -0.05
C  -3.797  4.425  -1.224  -0.05
C  -3.145  4.498  0.012  -0.04
C  -2.240  3.507  0.384  -0.03
O  -1.074  1.514  -0.085  -0.15
H  -1.244  0.554  -0.570  -0.08
H  -2.588  1.428  -2.341  0.09
H  -4.103  3.273  -3.034  0.12
H  -4.465  5.229  -1.522  0.12
H  -3.328  5.329  0.694  0.12
H  -1.654  3.564  1.302  0.12
C  5.477  -0.290  -2.786  -0.15
S  4.255  0.861  -2.118  1.13
C  4.917  1.006  -0.450  -0.17
O  2.953  0.102  -2.032  -0.35
H  5.362  -1.269  -2.304  0.10
H  6.474  0.128  -2.614  0.09
H  5.283  -0.361  -3.862  0.09
H  4.426  1.855  0.039  0.05
H  4.718  0.077  0.098  0.08
H  5.993  1.195  -0.526  0.10

Atoms 1-2, force components in eV/Å:
Au -0.2 -2.1 0.8
P 0.4 -0.5 0.5

(3)
4 unconnected molecules or ions with the total composition C19H43BN2O3S, computed with ωB97M-V/def2-TZVPD.

Computed properties:
HOMO ... -8.2 eV
2S+1 ... 1
LUMO ... 0.76 eV
Orbital gap ... 8.925 eV
Electronic energy ... -1507.9609 Eh
SMILES string ... CCSCB(N)CCCCN.C1CCOC1.C1CCOC1.C1CCOC1

Each line ends with the Löwdin charge.
Element x y z (Å)
C  -4.698  0.344  -2.951  -0.14
C  -4.056  -0.882  -3.614  -0.53
S  -2.321  -1.215  -3.175  0.86
C  -2.138  -0.716  -1.448  -0.42
B  -0.637  -1.120  -1.042  -0.55
N  -0.337  -2.552  -0.793  0.11
C  0.458  -0.007  -0.970  -0.13
C  0.777  0.380  -2.433  -0.21
C  2.085  1.177  -2.580  -0.18
C  1.846  2.691  -2.704  -0.28
N  1.859  3.308  -1.367  -0.01
H  -4.085  0.779  -2.175  0.04
H  -5.646  0.053  -2.512  0.07
H  -4.907  1.095  -3.705  0.07
H  -4.038  -0.729  -4.687  0.05
H  -4.646  -1.775  -3.447  0.06
H  -2.843  -1.238  -0.803  0.08
H  -2.299  0.349  -1.315  0.06
H  -0.992  -2.897  -0.093  0.06
H  -0.614  -3.051  -1.642  0.06
H  1.362  -0.396  -0.510  0.10
H  0.078  0.872  -0.455  0.11
H  0.854  -0.520  -3.046  0.10
H  -0.066  0.928  -2.839  0.10
H  2.643  0.839  -3.447  0.09
H  2.683  1.014  -1.687  0.10
H  0.877  2.882  -3.153  0.10
H  2.618  3.101  -3.362  0.10
H  2.756  3.110  -0.939  0.06
H  1.747  4.314  -1.426  0.06
C  3.151  -1.443  -7.890  -0.17
C  3.023  -2.415  -6.721  -0.17
C  3.306  -1.506  -5.533  -0.21
O  2.839  -0.206  -5.902  -0.15
C  2.551  -0.174  -7.301  -0.20
H  2.638  -1.771  -8.793  0.11
H  4.204  -1.285  -8.134  0.11
H  2.003  -2.802  -6.665  0.11
H  3.706  -3.261  -6.775  0.11
H  4.380  -1.446  -5.325  0.12
H  2.795  -1.823  -4.623  0.11
H  1.464  -0.151  -7.433  0.12
H  2.971  0.736  -7.730  0.12
C  -0.918  -0.127  3.756  -0.16
C  -2.122  0.535  4.414  -0.17
C  -2.846  1.130  3.214  -0.20
O  -2.572  0.263  2.108  -0.14
C  -1.527  -0.645  2.461  -0.20
H  -0.467  -0.913  4.357  0.11
H  -0.151  0.621  3.541  0.12
H  -2.748  -0.220  4.896  0.12
H  -1.855  1.279  5.161  0.10
H  -2.464  2.129  2.975  0.12
H  -3.925  1.198  3.355  0.11
H  -1.964  -1.641  2.600  0.12
H  -0.804  -0.694  1.644  0.10
C  1.496  -0.002  8.695  -0.17
C  0.284  0.651  9.353  -0.17
C  -0.433  1.249  8.152  -0.20
O  -0.150  0.389  7.045  -0.16
C  0.897  -0.520  7.395  -0.21
H  1.949  -0.791  9.293  0.11
H  2.260  0.749  8.485  0.11
H  -0.341  -0.109  9.827  0.11
H  0.541  1.396  10.104  0.11
H  -0.056  2.251  7.922  0.12
H  -1.514  1.309  8.288  0.12
H  0.464  -1.518  7.527  0.12
H  1.619  -0.561  6.579  0.12

Atoms 1-2, force components in eV/Å:
C -0.1 -0.4 -0.3
C 0.0 0.2 0.2